Below is a structure of composition C4H6INO at a distorted geometry, with properties calculated with ωB97M-V with the def2-TZVPD basis set.

Structure (XYZ):
```
13
Properties=species:S:1:pos:R:3:forces:R:3
H -1.9938 -0.6937 -1.3574 1.250 -0.012 -0.241
H -0.2875 -0.3247 -2.0755 -1.262 -1.522 0.948
H -1.1394 -0.3203 0.6919 -2.646 1.051 2.476
H 1.2982 2.6565 0.6432 -1.270 -1.654 0.823
H -0.9212 -2.1156 -1.5744 0.575 2.097 0.395
C -0.3868 -0.6064 0.0905 1.553 -0.739 -3.220
C 0.8648 0.2325 0.2708 -0.318 5.492 0.441
I -1.0010 2.6170 1.8073 -0.119 -0.182 -0.340
N 0.8209 1.9250 1.2759 1.527 -1.850 -1.830
C 0.7820 -1.0725 0.8183 1.655 -1.589 0.535
C -0.9006 -0.9754 -1.3318 -0.203 -0.342 -0.484
O 1.4115 -1.9637 1.3093 -0.573 0.172 0.039
H 1.4529 0.6411 -0.5680 -0.170 -0.923 0.457
```
Forces are in eV/Å.

Results
LUMO energy in eV: -0.85
HOMO level in eV: -8.780
Kohn-Sham gap in eV: 7.926
Total charge: 0
ΔE to the lowest compared entry with this formula, charge and spin in kcal per mole: 126.37

Atom charges from the Löwdin analysis, given in e for atoms 1 to 4:
1. H 0.08
2. H 0.10
3. H 0.06
4. H -0.01



Below is the molecule C3H3NOS3 at a distorted geometry, with properties calculated with ωB97M-V with the def2-TZVPD basis set.

Structure (XYZ):
```
11
Properties=species:S:1:pos:R:3:forces:R:3
H 2.4687 -1.2629 0.2929 -0.849 0.155 0.148
C -1.7552 -0.4142 -0.2239 2.672 -2.356 0.083
O 0.6030 -0.9674 -0.6620 -0.817 0.213 0.657
C 1.5558 -0.6434 0.3811 -2.139 0.409 0.964
S -3.1494 0.2908 0.0620 0.035 0.701 -0.193
S 1.8958 1.0627 -0.0358 0.430 1.161 -0.087
C 0.1889 1.3495 -0.4008 -1.327 -0.795 1.144
S -0.6862 2.7148 -0.1573 0.787 -0.549 -0.605
N -0.4035 0.0823 -0.6188 -0.754 -0.793 0.561
H 0.9736 -0.6319 1.4266 1.581 -0.525 -2.069
H -1.6914 -1.5803 -0.0639 0.380 2.379 -0.604
```
Forces are in eV/Å.

Results
LUMO energy in eV: -0.76
HOMO level in eV: -8.517
Kohn-Sham gap in eV: 7.761
Total charge: 0
Structure (SMILES): S=CN1OCSC1=S
ΔE to the lowest compared entry with this formula, charge and spin in kcal per mole: 71.73

Atom charges from the Löwdin analysis, given in e for atoms 1 to 4:
1. H 0.10
2. C -0.68
3. O -0.19
4. C -0.44



Below is the molecule C3H4N2O2, with properties calculated with ωB97M-V with the def2-TZVPD basis set.

Structure (XYZ):
```
11
Properties=species:S:1:pos:R:3:forces:R:3
N 0.3627 -0.4636 -0.7473 -0.020 0.350 0.225
C -0.7335 -0.8219 0.0766 -0.128 0.155 0.042
H 2.1508 1.0447 -1.3920 -0.120 0.063 0.142
H -0.3565 -1.0010 1.2473 0.052 -0.063 -0.022
C -1.1511 0.2079 1.0100 0.292 -0.018 -0.380
H -0.9859 -2.3976 -0.9215 -0.137 0.085 0.136
H 0.0263 1.9653 1.2742 -0.054 -0.208 -0.136
O -1.5216 -1.8549 -0.3239 0.221 -0.039 -0.053
O 1.6779 1.4911 -0.6723 -0.045 -0.210 -0.111
N -0.1398 1.1251 0.7363 0.077 0.002 0.023
C 0.6707 0.7050 -0.2875 -0.137 -0.118 0.133
```
Forces are in eV/Å.

Results
LUMO energy in eV: 0.51
HOMO level in eV: -9.260
Kohn-Sham gap in eV: 9.767
Total charge: 0
ΔE to the lowest compared entry with this formula, charge and spin in kcal per mole: 88.24

Atom charges from the Löwdin analysis, given in e for atoms 1 to 4:
1. N 0.17
2. C -0.51
3. H 0.13
4. H 0.19



Below is a structure of composition C50H46GePPdSbSe2 at a distorted geometry, with properties calculated with ωB97M-V with the def2-TZVPD basis set.

Structure (XYZ):
```
102
Properties=species:S:1:pos:R:3:forces:R:3
C 2.3408 3.8969 3.8752 0.566 -1.249 -0.258
C 3.5520 -5.0682 -1.3467 0.050 0.257 -0.412
H 0.8521 -5.4149 0.6642 0.171 -0.163 -0.016
C -3.9647 2.2629 2.1477 0.056 0.244 -0.368
C 1.3697 -3.2738 -2.9778 0.013 0.072 -0.323
C -1.4525 0.7801 -5.6635 -0.027 -0.037 0.587
C 3.9751 0.6153 4.5851 0.001 -0.081 0.109
H 5.1646 -6.4363 -1.5145 0.404 -0.128 -0.117
C -0.5062 1.8819 -3.7384 0.083 -0.201 -0.011
C 2.4855 -6.8554 0.5290 0.387 0.579 -0.228
H -3.7585 1.9242 -2.7273 -0.066 -0.082 0.012
C -2.1383 0.1299 -3.4059 0.108 0.118 -0.038
C 0.7836 -4.3653 -3.6246 0.182 0.476 -0.389
C -2.8697 1.8339 1.3966 -0.480 -0.169 0.177
C -0.6937 4.3136 -0.9755 -0.271 -0.276 0.306
C 2.5804 2.4730 3.9760 0.203 0.927 0.416
C -3.5555 -1.3991 3.1719 0.396 0.376 0.427
C 0.3010 3.4888 2.6634 0.384 0.402 0.605
H -2.9357 -0.6991 -5.2011 -0.130 -0.240 -0.117
H -3.5792 -0.1450 -1.8241 -0.114 0.193 0.211
C -1.1273 -1.1345 3.4481 -0.910 0.341 0.280
H -5.8018 3.4810 -0.4116 0.390 -0.085 0.153
C -2.7835 1.9962 0.0126 -0.110 -0.074 0.190
H -4.9012 3.2313 -2.4495 0.016 0.111 0.031
H 0.7356 -3.6608 2.3846 -0.036 0.025 0.038
C 2.3226 -4.7998 -0.7474 -0.157 -0.224 0.275
H -5.8991 3.2769 2.0009 0.563 -0.344 -0.116
H 1.1334 5.4378 3.0641 0.087 0.136 0.017
H 4.5869 2.6399 4.8223 0.039 0.237 0.193
C -0.5650 1.7110 -5.1276 0.026 0.136 0.044
H 3.3523 2.3722 -0.2011 0.348 0.128 -0.031
C 1.8487 -2.2082 -3.7370 -0.290 -0.046 -0.318
H -0.7198 6.4516 -1.2313 -0.031 -0.018 -0.020
C -1.3864 -0.6001 4.7313 -0.045 -0.165 -0.505
H 2.2698 -1.3682 -3.2059 0.145 0.144 -0.040
H 2.3883 -3.0533 2.2723 -0.274 0.163 0.251
C 1.5981 1.5814 3.5018 -0.136 -0.420 -0.425
H -0.2931 1.4691 2.4313 0.501 0.295 0.446
H 3.1929 -1.3435 4.1497 0.140 -0.484 -0.014
Se 2.8034 -1.6296 -0.5218 -0.020 -0.404 -0.206
Se -0.6239 -3.3206 -0.3929 0.511 -0.365 -0.377
C 1.4327 3.2648 -0.5427 0.213 -0.287 0.234
H 0.1704 2.6170 -3.3066 -0.050 -0.033 -0.197
C -4.9397 3.0348 0.1008 -0.632 0.201 0.050
H 0.2656 -5.2714 -5.4966 0.078 0.438 0.109
Sb -0.9170 1.2113 -0.7224 0.249 0.031 -0.343
H -1.7738 4.2455 -1.0263 0.007 -0.079 -0.181
P 1.4486 -3.2462 -1.1489 -0.029 0.303 0.196
C -2.6953 -0.4648 5.2130 0.310 -0.185 -0.476
H 3.0390 4.6713 -0.2833 0.049 -0.126 -0.022
H -2.8581 -0.0385 6.1908 -0.052 0.081 0.147
C 1.9864 4.5462 -0.5083 0.207 -0.167 -0.299
H 2.0589 1.4000 0.5135 -0.024 0.726 -0.606
C -2.2349 0.0091 -4.7935 0.314 0.367 0.105
C -0.1194 5.5713 -1.0419 0.258 -0.163 0.090
H 0.3826 -5.1794 -3.0605 -0.140 -0.408 0.381
H 2.0986 -7.5184 1.2916 -0.042 -0.042 -0.055
C -2.2555 -1.5174 2.6962 0.263 -0.357 -0.609
C 2.9903 -0.2941 4.0991 -0.355 0.955 -0.055
H -2.1142 1.2838 1.9362 0.202 -0.057 -0.054
C 0.6877 -4.3859 -5.0084 0.106 -0.238 0.067
C 1.2445 5.6705 -0.8091 0.139 0.417 0.265
H 1.7526 6.6323 -0.8002 -0.188 -0.043 -0.061
C 0.0569 3.1518 -0.7451 -0.271 0.107 -0.297
H 2.0610 -1.3542 -5.7358 -0.095 -0.308 0.347
H 4.2755 -7.9927 0.1701 0.058 -0.317 0.057
C -5.0056 2.8873 1.4863 -0.443 0.269 -0.157
C -3.9222 2.8438 -2.1723 0.288 -0.211 0.526
C 1.7993 0.1444 3.5423 0.399 0.477 0.022
H 3.9825 -4.3672 -2.0763 -0.273 -0.273 0.357
C -3.7814 -0.8552 4.4259 0.124 0.235 0.534
H -3.6186 -1.4322 -3.0147 0.203 0.189 -0.058
C 3.7956 1.9719 4.5274 -0.679 -0.640 -0.424
H -0.5633 3.9152 2.1682 0.007 -0.227 -0.140
C 1.7257 -2.2075 -5.1364 0.037 -0.033 0.395
H 3.0664 4.5767 4.2709 0.427 0.232 0.254
Pd 0.4031 -0.9657 0.0919 -0.595 0.834 0.193
C 1.8056 -5.6754 0.2070 -0.029 -0.134 -0.253
C -3.8577 2.6105 -0.6577 0.064 0.124 -0.600
C 3.7059 -7.1194 -0.0913 -0.239 0.396 -0.040
H -4.3993 -1.6511 2.5660 -0.293 -0.256 -0.418
H -3.1441 3.5291 -2.5277 -0.146 -0.010 0.134
H -2.2959 -1.3549 -1.8493 -0.080 0.137 -0.094
Ge 0.6288 -1.1426 2.5249 0.379 -0.113 0.015
H -3.9881 2.1077 3.2149 0.040 -0.063 0.114
C 2.3288 2.0616 -0.3528 -0.406 -0.783 0.293
H 4.9020 0.2326 5.0119 -0.162 -0.060 -0.151
H -0.5473 -0.2538 5.3341 -0.153 -0.056 -0.017
C -2.9542 -0.7404 -2.4818 0.126 -0.431 -0.203
H -1.5519 0.6277 -6.7333 0.098 0.091 0.068
H 1.5608 -3.1771 3.8769 0.086 -0.002 -0.049
H 1.0316 -3.3299 -6.8315 0.101 0.044 -0.130
H 0.0925 2.3179 -5.7637 -0.380 -0.284 0.191
H 2.2982 1.3720 -1.2203 0.013 0.434 0.300
H -4.7969 -0.6949 4.7961 0.255 -0.135 -0.120
C 1.1580 -3.3082 -5.7587 -0.215 -0.110 0.030
C -1.2697 1.1015 -2.8705 0.071 -0.071 -0.100
H -2.1173 -1.9030 1.6669 0.042 0.274 0.684
C 1.4360 -2.9431 2.8149 0.045 0.092 0.067
C 4.2319 -6.2281 -1.0310 -0.473 -0.105 0.363
C 0.4512 2.1546 2.8681 -0.466 -0.801 -0.594
C 1.2843 4.3753 3.1905 -1.022 0.046 -0.228
```
Forces are in eV/Å.

Results
Multiplicity: 2
LUMO energy (spin up / spin down) in eV: 2.50 / 2.26
HOMO level (spin up / spin down) in eV: -3.185 / -4.088
⟨S²⟩: 0.7549
Kohn-Sham gap (spin up / spin down) in eV: 5.684 / 6.349
Total charge: -1
ΔE to the lowest compared entry with this formula, charge and spin in kcal per mole: 0.00

Atom charges from the Löwdin analysis, given in e for atoms 1 to 4:
1. C -0.05
2. C -0.11
3. H 0.04
4. C -0.08



Below is a structure of composition C23H13N12O7Ru, with properties calculated with ωB97M-V with the def2-TZVPD basis set.

Structure (XYZ):
```
56
Properties=species:S:1:pos:R:3:forces:R:3
C -5.8911 2.8384 -0.7982 -0.027 0.021 0.010
N 0.6917 4.1716 -0.9637 0.102 0.129 0.013
H -5.8515 -4.7168 -1.0070 -0.004 -0.003 0.001
C -5.3487 1.5702 -0.7002 0.059 -0.049 -0.038
C -3.2352 2.4270 -1.4748 -0.015 -0.058 -0.009
N 0.6746 2.9640 -1.3625 -0.140 -0.169 -0.049
C -5.3061 -1.4298 -1.6187 0.055 0.046 0.049
C -3.7864 3.6896 -1.5748 0.003 0.016 -0.003
C -5.1189 3.9032 -1.2442 -0.005 0.026 0.000
C 6.2933 -0.9649 0.7709 -0.158 0.061 -0.022
O 7.9753 -2.6294 2.0834 -0.016 -0.017 -0.016
N 1.0720 4.2610 0.3352 -0.036 -0.118 0.042
C -4.0898 -1.2456 -0.9387 -0.056 -0.090 -0.012
N 1.6365 0.2941 1.7017 0.068 -0.057 0.010
C -5.3606 -3.7523 -0.9893 -0.004 -0.024 -0.001
Ru 1.2089 0.2033 -0.4188 -0.094 0.384 0.370
C -0.7682 0.0476 -0.7049 -0.121 -0.093 -0.078
N 1.0474 2.1702 -0.3187 0.091 -0.071 -0.009
H -5.9505 0.7662 -0.3024 -0.025 -0.070 -0.010
N 5.8289 1.1966 -0.1940 -0.126 -0.030 -0.136
C -4.0098 1.3296 -1.0542 -0.037 0.089 0.000
N 2.3983 1.0880 3.6024 -0.059 0.046 -0.066
H 4.3546 -3.7008 1.2464 -0.005 0.003 0.006
H -6.9205 3.0014 -0.5041 -0.007 0.001 -0.002
N 1.6592 2.6668 1.9742 0.064 -0.013 -0.020
H -5.5465 4.8951 -1.3140 -0.005 0.006 -0.003
N 2.4583 -2.5294 -0.0282 0.044 0.245 0.222
C 1.2803 3.0157 0.7057 -0.071 0.030 -0.025
H -3.1646 4.5124 -1.9032 0.004 0.007 0.003
O 5.0148 2.0892 -0.1937 0.020 -0.029 0.104
N 2.0134 -0.7408 2.4982 -0.012 -0.054 -0.164
N 2.4538 -0.2643 3.6013 0.026 0.069 0.127
O 3.2459 0.1977 -0.7931 0.043 -0.055 -0.163
C 1.8935 1.3881 2.4206 0.062 -0.061 -0.037
C -1.9841 0.0035 -0.7663 0.234 -0.021 -0.120
H -2.5628 -2.2510 0.1875 0.009 0.003 0.005
O 6.5107 -4.2070 2.1800 0.032 0.020 -0.009
H 7.2887 -0.5978 0.9687 0.003 0.001 -0.004
H -5.7392 -0.6074 -2.1691 -0.024 0.069 0.007
H 1.9116 3.4232 2.5864 -0.013 0.006 0.021
C -3.3876 0.0234 -0.9213 0.019 0.062 0.043
C 3.7372 -1.9014 0.2624 -0.114 -0.191 -0.115
H -6.8580 -2.7834 -2.1825 -0.005 0.001 0.002
C 4.6402 -2.7110 0.9285 0.168 0.136 -0.004
O 7.0164 1.3327 -0.4331 0.090 0.007 -0.009
N 6.8702 -3.0886 1.8659 -0.016 -0.033 0.052
H -2.1920 2.2743 -1.7207 0.009 0.007 0.002
C -5.9284 -2.6646 -1.6397 -0.024 -0.020 -0.011
C 5.3789 -0.1669 0.1360 0.077 0.031 0.092
C 5.9084 -2.2365 1.1741 -0.120 -0.042 -0.038
C -4.1456 -3.5951 -0.3335 -0.004 -0.015 0.002
C -3.5136 -2.3668 -0.3159 -0.019 0.037 0.004
O 2.3162 -3.6958 0.2077 0.060 -0.262 -0.044
O 1.5248 -1.8860 -0.5484 -0.079 0.076 -0.071
C 4.0404 -0.5727 -0.1710 0.098 0.023 0.100
H -3.6849 -4.4379 0.1657 0.003 -0.009 0.002
```
Forces are in eV/Å.

Results
Multiplicity: 5
LUMO energy (spin up / spin down) in eV: 0.51 / 0.19
HOMO level (spin up / spin down) in eV: -4.627 / -6.059
⟨S²⟩: 6.0432
Kohn-Sham gap (spin up / spin down) in eV: 5.137 / 6.251
Total charge: -1
ΔE to the lowest compared entry with this formula, charge and spin in kcal per mole: 0.00

Atom charges from the Löwdin analysis, given in e for atoms 1 to 4:
1. C -0.10
2. N -0.08
3. H 0.09
4. C -0.04